Record 1
The following is a quantum chemistry calculation of a molecular structure, C31H23BrN2O4PS5Sn, from the OMol25 dataset.

```
68
Properties=species:S:1:pos:R:3
C -0.547 -5.195 -1.846
C -0.313 -7.202 0.053
C 1.240 -3.132 1.988
S 4.708 0.069 2.215
H 1.161 -2.739 5.345
S 2.691 0.449 4.292
C -2.670 -1.251 0.338
C 0.450 -1.159 -3.450
C -0.494 -6.519 -2.246
C -0.378 -5.878 0.459
H -0.541 -6.768 -3.297
H 1.467 -1.012 -3.814
C -0.735 5.686 0.458
C -1.018 -2.776 2.753
H 0.395 -2.079 -2.873
H -0.873 5.461 2.612
C 4.337 -0.027 3.920
C -0.436 4.596 -1.434
C -1.133 8.371 0.833
H -1.001 8.590 -1.304
H -0.324 -8.558 -1.607
C -0.129 -3.022 1.712
C -2.390 -2.700 -0.053
N -0.578 5.836 -1.811
C 2.147 0.763 2.686
C -0.373 -7.523 -1.295
C 0.420 2.896 -4.641
H -0.220 -7.985 0.793
H 1.941 -3.314 1.179
Sn 0.335 -0.388 -0.092
C 3.181 0.685 1.654
C 0.430 1.542 -4.315
H -2.986 -3.358 0.580
C 0.803 -2.810 4.326
O -3.699 -0.927 0.856
O -1.716 -0.363 0.031
C 0.115 1.189 -3.019
P -0.608 -3.118 -0.037
O 0.084 -0.108 -2.546
C -0.547 -2.664 4.057
H -0.634 -4.414 -2.593
C -0.973 7.919 -0.457
H -1.227 7.887 2.927
H -0.253 -1.194 -4.282
N -0.521 4.432 -0.076
S 5.393 -0.477 5.047
H 2.757 -3.160 3.499
H -2.080 -2.672 2.569
C 0.132 3.870 -3.711
H -1.291 9.425 1.015
C -1.095 7.490 1.930
H -2.739 -2.837 -1.080
C -0.496 -4.867 -0.491
C 1.701 -3.045 3.290
H 0.143 4.920 -3.965
H -0.338 -5.637 1.513
H -1.245 -2.474 4.861
S 0.543 0.969 2.375
Br 0.830 3.392 -6.412
C -0.177 3.511 -2.394
C -0.770 6.550 -0.644
C -0.896 6.135 1.766
S 2.928 1.021 0.076
O -0.498 1.722 -0.780
C -0.202 2.163 -2.079
H 0.672 0.808 -5.068
H -0.426 3.565 0.421
H -1.435 1.441 -0.713
```

Properties
- LUMO (eV) = -5.62
- total charge = +1
- molar mass (g/mol) = 877.459
- energy relative to the best compared isomer or geometry (same formula, charge and spin) (eV) = 2.8560



Record 2
The following is a quantum chemistry calculation of a molecular structure, C31H23F6OPPdS3Sb in a non-equilibrium geometry, from the OMol25 dataset.

```
67
Properties=species:S:1:pos:R:3
C -1.682 3.559 -1.590
C 2.374 -0.380 4.420
F -2.249 -4.551 -4.384
F -0.133 -4.371 -2.672
H 2.356 -0.908 5.364
H -1.250 -1.083 2.449
C -2.261 4.952 -3.341
F -2.296 -2.900 -2.215
C 2.416 0.987 1.997
Sb -1.163 -3.170 -3.722
C 1.063 4.411 1.893
C 3.090 1.497 3.092
H -2.982 -2.796 2.782
C 3.067 0.816 4.302
H 2.740 -0.136 -3.461
H -0.813 3.280 -3.529
H -3.708 6.307 -2.406
H -0.925 1.754 2.100
C 4.378 -2.322 -1.388
C -0.353 3.007 0.441
C -3.030 5.473 -2.349
H -2.887 -4.916 1.515
C -1.041 2.434 -0.785
H -3.054 2.119 1.393
C 4.089 -1.541 -2.513
C -1.077 -4.411 0.494
C -3.819 0.204 0.585
P 1.026 -0.963 0.643
H 3.787 -2.911 0.601
C 2.137 -0.780 -1.473
C -1.185 -2.027 1.920
F -0.043 -1.740 -2.976
C 0.444 3.416 2.583
C 1.732 -0.218 2.115
H -2.247 5.338 -4.348
C -3.546 -0.605 -0.473
C -0.130 -2.275 1.039
H 1.718 5.173 2.281
H 5.276 -2.924 -1.390
S -2.352 0.087 -1.483
C -1.485 3.845 -2.905
H 2.417 1.525 1.056
O -0.108 1.836 -1.643
Pd 0.317 -0.155 -1.364
H 0.554 3.267 3.646
C 1.704 -0.905 3.326
C -2.109 -4.176 1.388
F 0.079 -3.332 -5.129
C 3.548 -2.332 -0.282
H -4.577 -0.020 1.319
C -2.164 -2.985 2.101
C -2.996 1.369 0.621
H 4.761 -1.580 -3.361
C 2.965 -0.727 -2.585
C 2.396 -1.551 -0.357
F -2.102 -1.833 -4.660
H 0.697 -3.646 -0.413
H 3.590 1.220 5.158
C -2.114 1.422 -0.415
C -0.078 -3.467 0.321
H -1.052 -5.316 -0.097
S -2.821 4.632 -0.875
H 3.622 2.434 3.004
C -0.355 2.598 1.745
H 1.169 -1.841 3.413
S 0.669 4.376 0.233
H -3.994 -1.542 -0.754
```

Properties
- multiplicity = 2
- LUMO (alpha / beta) (eV) = -1.34 / -2.19
- total charge = 0
- molar mass (g/mol) = 880.867
- energy relative to the best compared isomer or geometry (same formula, charge and spin) (eV) = 0.0000



Record 3
The following is a quantum chemistry calculation of a molecular structure, C31H24BCl5N9Tc in a non-equilibrium geometry, from the OMol25 dataset.

```
71
Properties=species:S:1:pos:R:3
C -0.273 4.391 1.394
C -1.686 3.018 -2.392
H 0.350 -3.589 -7.186
C 1.104 -2.818 -7.358
Tc -0.512 0.183 -0.389
H 3.964 -2.560 -6.347
H 3.983 -1.639 -1.985
N 1.832 -1.655 -4.068
C 3.622 -0.685 -0.023
N 0.948 -1.980 -5.066
H 2.076 1.543 1.707
H -2.330 3.442 -3.160
N 1.481 -0.266 -0.489
C -3.052 -2.681 -0.566
C -2.377 -0.418 1.606
H 3.980 -1.616 -3.821
H 1.774 7.006 2.112
H -1.132 3.839 -1.931
Cl -2.954 0.706 0.397
C 3.337 -1.134 -1.292
C 3.138 -1.838 -4.449
H -1.819 -4.723 -2.287
C -1.563 6.289 2.147
C -0.182 1.919 0.475
H 0.474 -3.815 -3.464
H -2.845 -2.771 0.503
H -0.277 2.866 -5.011
Cl -0.845 -3.680 4.130
Cl -4.698 -0.108 2.913
N -0.338 0.925 -2.371
H -2.503 6.760 2.397
C -1.345 -3.759 -2.169
H 1.349 0.054 2.301
C -0.748 2.035 -3.005
C -0.187 -3.318 -2.771
C 1.701 -2.380 -6.073
N -0.475 9.494 3.013
H 1.863 -3.203 -8.035
H -3.658 -3.538 -0.855
C -1.434 -2.414 3.178
C 2.437 -0.147 0.458
C -0.152 2.098 -4.263
H 4.564 -0.756 0.497
H -3.637 -1.779 -0.734
N 2.055 -0.872 -1.576
B 1.148 -1.083 -2.814
H 1.871 4.658 1.334
C 0.627 0.967 -4.353
H 0.595 -1.980 -7.843
C -1.120 -0.894 1.299
N 0.028 -2.067 -2.365
N -0.954 -1.652 -1.488
C -1.516 4.986 1.716
N 0.506 0.270 -3.212
C -0.675 -1.951 2.070
Cl 0.780 -2.766 1.664
H -2.422 4.401 1.627
C -0.371 7.015 2.269
C 3.118 -2.304 -5.724
C 0.920 5.127 1.554
C 0.868 6.429 1.987
H 3.100 0.291 2.417
C -1.802 -2.680 -1.371
H -2.314 2.560 -1.629
C -0.251 3.097 0.875
C -3.177 -0.823 2.668
C 2.223 0.468 1.797
H 1.245 0.617 -5.165
Cl -3.584 -2.375 4.819
C -2.679 -1.832 3.484
C -0.425 8.392 2.690
```

Properties
- multiplicity = 3
- LUMO (alpha / beta) (eV) = -8.24 / -10.15
- total charge = +2
- molar mass (g/mol) = 808.673
- energy relative to the best compared isomer or geometry (same formula, charge and spin) (eV) = 3.0214